Below is a 2-piece molecular cluster, C4H9N overall, with properties calculated with ωB97M-V/def2-TZVPD.

Each line ends with the natural charge from an NBO analysis.
Positions of all 14 atoms, in Å:
C  2.127  -1.451  1.493  -0.0585
N  2.509  -0.370  0.982  -0.3798
C  1.951  -0.010  -0.308  -0.4427
H  2.558  -1.819  2.423  0.1687
H  1.350  -2.108  1.077  0.1320
H  1.674  1.040  -0.345  0.2079
H  1.057  -0.598  -0.564  0.1640
H  2.702  -0.266  -1.055  0.2092
C  -2.314  0.382  -0.542  -0.3847
C  -3.048  1.466  -0.707  -0.3822
H  -2.456  -0.351  0.243  0.1921
H  -1.406  0.237  -1.118  0.1857
H  -3.947  1.648  -0.133  0.1947
H  -2.757  2.200  -1.446  0.1936

Electronic energy ... -212.4865 a.u.
Relative energy (zero: lowest compared OMol25 entry of this formula, charge and spin) ... 1.760 eV
E_HOMO ... -9.78 eV
Net charge ... 0